Here is a molecular structure, C46H34ClN6O5Rb at a distorted geometry from OMol25. Energies are from wB97M-V/def2-TZVPD.

```
93
Properties=species:S:1:pos:R:3:forces:R:3:lowdin_charge:R:1
Rb 9.2084 13.2007 10.7621 -0.129 0.360 -0.717 0.9980
C 7.8012 8.0988 5.7830 -0.148 -0.315 -0.189 -0.1361
C 9.1552 8.2548 6.0338 0.100 -0.030 0.166 -0.1097
C 9.6323 9.4418 6.5584 0.098 -0.146 -0.248 -0.0297
C 8.7771 10.5271 6.8124 -0.078 -0.291 0.077 -0.1648
C 7.3998 10.3146 6.6371 0.002 -0.082 -0.417 -0.0341
C 6.9283 9.1312 6.0806 0.144 -0.063 0.318 -0.1086
C 9.3515 11.7821 7.2633 -0.130 0.256 0.160 -0.0890
C 8.7850 13.0325 7.0590 0.369 -0.255 0.294 -0.2490
C 7.7179 13.4723 6.1447 0.062 0.084 -0.095 -0.0165
C 7.5501 14.7916 6.3566 -0.036 0.070 0.154 -0.0093
C 8.5079 15.1758 7.4235 0.172 -0.110 -0.242 -0.2475
C 8.7447 16.4178 7.9932 0.084 0.312 0.329 -0.0852
C 7.7704 17.5038 7.9711 -0.185 0.143 0.023 -0.1726
C 6.3858 17.2759 7.9050 0.147 0.289 -0.222 -0.0350
C 5.4922 18.3308 7.7581 0.197 -0.209 0.194 -0.1044
C 5.9446 19.6384 7.7532 -0.243 0.271 0.129 -0.1349
C 7.3000 19.8908 7.9385 -0.060 0.376 -0.190 -0.1150
C 8.1915 18.8427 8.0333 0.652 0.047 0.235 -0.0426
C 9.9605 16.5125 8.7933 0.303 0.340 -0.095 -0.2411
N 10.0406 17.0094 10.0255 -0.027 -0.299 -0.085 0.1259
C 11.2244 16.4861 10.5609 0.151 -0.176 0.417 -0.2204
C 11.3950 16.2017 11.9186 0.191 0.183 -0.639 -0.0511
C 10.8058 17.0098 12.9958 -0.044 0.056 0.690 -0.1519
C 10.2731 16.4140 14.1619 -0.049 0.101 -0.584 -0.0185
C 9.7701 17.1871 15.1891 0.233 0.362 -0.042 -0.1058
C 9.8031 18.5775 15.1078 -0.146 0.004 -0.032 -0.1209
C 10.3108 19.1850 13.9682 0.133 -0.178 0.046 -0.1027
C 10.8326 18.4053 12.9388 -0.324 0.099 -0.137 -0.0347
C 12.0212 14.9412 12.2481 -0.471 -0.067 -0.022 -0.2701
C 12.4986 14.3974 13.4720 0.169 -0.188 0.522 -0.0478
C 12.6480 13.0372 13.2739 0.308 0.180 0.286 -0.0415
C 12.2817 12.7878 11.9229 -0.438 -0.105 -0.055 -0.2796
N 11.8662 13.9476 11.3605 0.495 -0.111 -0.654 0.0274
C 11.9668 11.5722 11.2176 0.348 -0.116 0.504 -0.1060
C 11.8242 11.6206 9.8469 -0.444 0.556 -0.270 -0.2933
C 12.4072 12.6510 9.0160 0.197 -0.215 -0.074 -0.0441
C 11.6585 12.6967 7.8989 -0.370 0.560 -0.501 -0.0412
C 10.5561 11.7802 8.1007 0.172 -0.008 -0.474 -0.3269
N 10.6997 11.0665 9.1946 0.436 -0.417 0.394 0.1219
C 11.6395 10.3410 11.9557 0.038 -0.035 0.209 -0.1580
C 11.0087 10.3542 13.2051 -0.261 0.146 -0.012 -0.0132
C 10.7119 9.1617 13.8501 -0.116 -0.073 -0.045 -0.0745
C 11.0390 7.9385 13.2677 0.001 0.055 0.065 -0.1114
C 11.6844 7.9102 12.0403 0.091 0.706 -0.111 -0.0937
C 11.9894 9.1142 11.3983 -0.041 -0.646 -0.035 -0.0260
C 12.0019 15.8748 9.4922 -0.335 0.232 0.086 -0.0347
C 11.2298 15.9257 8.3883 -0.045 -0.272 0.162 -0.0294
N 9.2294 14.0936 7.7913 -0.458 -0.012 -0.193 0.0757
H 7.4340 7.1531 5.3938 -0.040 0.116 -0.016 0.0846
H 9.8289 7.4257 5.8351 0.033 0.129 0.034 0.0915
H 10.6944 9.5447 6.7538 -0.100 0.109 0.013 0.1115
H 6.6789 11.0671 6.9231 0.116 0.179 0.054 0.1062
H 5.8684 8.9730 5.9481 -0.170 0.104 -0.029 0.0888
H 7.2419 12.8576 5.3919 -0.006 0.052 0.071 0.0953
H 6.8911 15.4715 5.8249 0.114 -0.141 0.107 0.0986
H 6.0134 16.2707 7.9881 -0.037 -0.254 0.013 0.1085
H 4.4311 18.1287 7.7156 -0.099 -0.044 -0.070 0.0902
H 5.2287 20.4539 7.6732 0.147 -0.050 -0.016 0.0837
H 7.6525 20.9264 7.9795 -0.044 -0.361 0.028 0.0927
H 9.2574 19.0495 8.1997 -0.457 -0.135 -0.185 0.1149
H 10.1898 15.3401 14.2254 0.047 -0.124 -0.077 0.0961
H 9.3466 16.7042 16.0539 -0.091 -0.099 0.181 0.1011
H 9.4057 19.1884 15.9119 0.008 -0.060 -0.005 0.0896
H 10.3141 20.2678 13.9023 0.063 -0.042 -0.095 0.0904
H 11.2322 18.8759 12.0501 0.057 0.007 -0.034 0.1111
H 12.6289 14.9282 14.4057 0.144 -0.001 -0.072 0.0939
H 12.9579 12.3014 14.0041 0.052 0.072 -0.039 0.0965
H 13.2587 13.2630 9.2715 -0.007 -0.191 0.006 0.1011
H 11.7174 13.3805 7.0538 0.123 -0.295 0.278 0.1015
H 10.6801 11.3049 13.6316 0.123 -0.292 -0.095 0.1051
H 10.1664 9.1864 14.7876 0.059 0.031 -0.050 0.1013
H 10.7747 7.0071 13.7583 0.014 0.069 0.042 0.0881
H 11.9510 6.9722 11.5770 0.015 -0.118 -0.050 0.0875
H 12.5005 9.1056 10.4398 -0.099 0.021 0.097 0.1117
H 12.9760 15.4390 9.6152 0.079 0.055 -0.012 0.0970
H 11.4408 15.5110 7.4176 -0.047 0.088 -0.030 0.0945
O 6.6228 13.4668 13.8763 0.134 -0.272 0.476 -0.3617
Cl 7.7290 12.5545 13.6596 -0.584 -0.312 1.022 0.6230
O 7.8151 11.5896 14.7375 -0.048 0.539 -0.129 -0.3517
O 7.5036 11.8558 12.4352 -0.092 -0.494 -0.665 -0.4475
O 8.9587 13.3066 13.5798 0.264 0.146 0.111 -0.4350
C 6.3353 17.1426 13.9046 0.215 -0.089 0.094 -0.1005
N 6.2793 16.1355 12.8648 -0.441 -0.250 0.435 0.0185
C 7.1025 16.1660 11.7680 0.401 -0.132 0.030 -0.6118
N 7.7348 17.3458 11.5345 -0.629 -0.068 0.042 0.1949
O 7.2382 15.1637 11.0591 -0.104 0.483 0.052 -0.0902
H 5.6435 16.8814 14.7056 -0.109 -0.096 -0.116 0.0779
H 6.0268 18.1188 13.5157 0.116 -0.040 0.065 0.0779
H 7.3321 17.2117 14.3731 -0.220 0.181 -0.224 0.0609
H 6.1735 15.1808 13.2010 -0.011 0.151 -0.177 0.0816
H 7.7959 18.0027 12.2861 0.027 0.138 0.198 0.0633
H 8.5451 17.3091 10.9184 0.370 -0.079 -0.344 0.0410
```
Forces are in eV/Å.

Total charge: -2
HOMO level, eV: -1.1

=====

Here is a molecular structure, C46H35CrNP2Si from OMol25. Energies are from wB97M-V/def2-TZVPD.

```
86
Properties=species:S:1:pos:R:3:forces:R:3:lowdin_spin:R:1
Cr -0.6626 0.2185 -0.2120 0.013 0.483 0.527 3.6615
C -1.3558 0.3901 3.4489 0.046 -0.045 -0.020 -0.0110
Si -0.4419 -0.5740 2.1060 -0.058 -0.004 -0.059 -0.0410
C -1.1902 -2.3384 2.1156 0.024 0.004 0.031 -0.0052
C -0.7881 -3.4100 2.9131 0.026 -0.017 0.022 -0.0016
C -1.4373 -4.6359 2.8517 -0.005 0.000 -0.008 -0.0002
C -2.5180 -4.8179 1.9967 0.017 0.000 0.012 0.0003
C -2.9337 -3.7736 1.1848 -0.018 -0.043 0.012 0.0001
C -2.2590 -2.5577 1.2312 -0.021 0.012 -0.025 0.0040
P -2.6571 -1.1602 0.1402 0.063 0.158 -0.084 0.0311
C -4.4333 -1.2802 -0.2141 -0.023 -0.019 -0.007 0.0055
C -5.3218 -0.9247 0.7997 -0.011 0.026 0.035 0.0001
C -6.6884 -1.0028 0.5923 -0.019 0.001 0.006 0.0007
C -7.1821 -1.4234 -0.6357 0.001 -0.003 -0.002 -0.0017
C -6.3042 -1.7699 -1.6514 -0.033 -0.001 0.003 0.0002
C -4.9338 -1.7034 -1.4419 0.030 -0.015 -0.008 -0.0019
C -1.8127 -1.4764 -1.4416 0.022 -0.281 -0.080 0.0290
C -1.1167 -2.6588 -1.7414 -0.028 0.042 -0.004 0.0395
C -0.3344 -2.7405 -2.8746 0.001 0.012 -0.024 0.0210
C -0.2121 -1.6436 -3.7295 -0.002 -0.003 -0.002 0.0376
C -0.9045 -0.4775 -3.4623 -0.059 -0.009 -0.021 0.0195
C -1.7257 -0.3898 -2.3360 0.062 0.070 0.038 0.0555
C 1.3864 -0.6379 2.6246 0.009 0.024 -0.068 -0.0114
C 1.8430 -0.8771 3.9229 -0.010 -0.009 0.095 -0.0029
C 3.1941 -0.8615 4.2260 0.041 0.007 -0.018 -0.0002
C 4.1318 -0.6042 3.2300 -0.035 0.000 0.015 0.0002
C 3.7084 -0.3655 1.9346 0.029 -0.018 0.016 0.0002
C 2.3462 -0.3730 1.6401 -0.117 -0.003 -0.019 0.0042
P 1.7309 -0.2183 -0.0714 -0.093 -0.117 -0.135 0.0292
C 2.6635 1.1072 -0.8833 0.024 0.061 0.057 0.0046
C 2.6220 1.2006 -2.2743 -0.037 0.001 -0.013 0.0017
C 3.1713 2.2939 -2.9217 0.010 0.012 -0.008 0.0004
C 3.7522 3.3190 -2.1863 -0.004 -0.010 0.005 -0.0005
C 3.7762 3.2435 -0.8028 0.012 0.007 -0.016 0.0007
C 3.2322 2.1450 -0.1525 0.021 0.013 0.014 -0.0007
C 2.3746 -1.7889 -0.7570 0.137 0.023 -0.018 0.0054
C 3.4458 -1.8916 -1.6391 -0.041 0.053 -0.019 -0.0011
C 3.8964 -3.1386 -2.0534 -0.013 -0.024 -0.002 0.0007
C 3.2948 -4.2931 -1.5758 0.016 -0.005 -0.025 -0.0008
C 2.2384 -4.1984 -0.6797 -0.027 -0.020 0.004 0.0007
C 1.7784 -2.9553 -0.2809 -0.011 -0.017 0.038 0.0025
H -1.2523 -0.0766 4.4316 0.008 -0.007 0.015 -0.0026
H -2.4210 0.4622 3.2214 -0.009 -0.023 -0.027 0.0004
H -0.9628 1.4067 3.5047 0.009 0.011 -0.006 -0.0003
H 0.0464 -3.2881 3.5953 0.002 0.006 0.005 -0.0003
H -1.1057 -5.4520 3.4816 -0.005 -0.010 0.001 -0.0001
H -3.0287 -5.7714 1.9608 -0.005 -0.002 -0.006 0.0000
H -3.7734 -3.9058 0.5117 -0.004 -0.002 -0.003 0.0000
H -4.9446 -0.5827 1.7571 0.025 -0.004 -0.008 0.0002
H -7.3684 -0.7268 1.3875 -0.009 -0.001 -0.005 0.0001
H -8.2504 -1.4774 -0.7993 -0.002 -0.001 -0.006 -0.0001
H -6.6842 -2.0976 -2.6103 -0.004 -0.001 -0.001 0.0000
H -4.2561 -1.9838 -2.2385 0.017 0.004 0.009 -0.0001
H -1.1810 -3.4984 -1.0605 0.011 -0.006 0.004 0.0013
H 0.2103 -3.6522 -3.0829 0.012 -0.003 -0.010 0.0002
H 0.4222 -1.7074 -4.6040 0.010 -0.010 -0.001 0.0017
H -0.8251 0.3756 -4.1236 0.010 -0.005 -0.012 -0.0002
H -2.3010 0.5151 -2.1579 -0.038 -0.039 -0.045 0.0159
H 1.1305 -1.0694 4.7181 -0.016 0.004 -0.010 -0.0003
H 3.5228 -1.0472 5.2408 0.007 -0.001 0.002 -0.0001
H 5.1877 -0.5927 3.4673 0.007 0.001 -0.005 0.0000
H 4.4348 -0.1753 1.1527 0.004 -0.011 -0.004 0.0000
H 2.1400 0.4222 -2.8565 -0.011 -0.006 0.017 0.0005
H 3.1333 2.3522 -4.0018 0.005 0.011 -0.006 0.0000
H 4.1732 4.1788 -2.6906 -0.004 0.006 -0.004 0.0000
H 4.2102 4.0479 -0.2231 0.007 0.009 -0.001 0.0001
H 3.2372 2.1101 0.9297 -0.010 -0.020 -0.005 -0.0001
H 3.9377 -0.9996 -2.0048 0.004 -0.010 0.012 -0.0001
H 4.7281 -3.2051 -2.7429 0.004 0.001 -0.002 0.0001
H 3.6518 -5.2638 -1.8947 0.006 -0.002 0.002 -0.0001
H 1.7688 -5.0932 -0.2905 0.003 -0.007 -0.005 0.0001
H 0.9528 -2.8917 0.4202 -0.020 0.012 0.018 0.0020
N 1.2665 10.1235 -0.2497 0.005 -0.002 -0.006 0.0041
C 0.9801 9.0097 -0.2476 0.020 0.150 0.005 0.0012
C 0.6247 7.6221 -0.2423 0.024 -0.108 0.034 0.0079
C 1.3676 6.7173 0.5188 -0.064 -0.003 -0.053 -0.0014
C 1.0268 5.3807 0.5165 -0.054 0.000 -0.022 0.0098
C -0.0586 4.9134 -0.2405 0.165 0.046 0.073 0.0091
C -0.7944 5.8344 -0.9920 -0.033 0.020 -0.037 0.0099
C -0.4588 7.1745 -0.9954 0.020 -0.019 0.016 -0.0014
C -0.3749 3.5236 -0.2406 -0.102 -0.085 0.039 0.0641
C -0.6184 2.3267 -0.2148 0.061 -0.249 -0.218 0.0019
H 2.2051 7.0699 1.1055 0.001 0.019 -0.001 -0.0002
H 1.5939 4.6699 1.1022 -0.002 -0.001 -0.002 0.0006
H -1.6338 5.4853 -1.5777 0.003 -0.021 0.010 0.0006
H -1.0317 7.8807 -1.5809 0.003 0.012 0.001 -0.0002
```
Forces are in eV/Å.

Multiplicity: 5
⟨S²⟩: 6.134
Energy relative to the best compared isomer or geometry (same formula, charge and spin), eV: 0.098
Total charge: 0
HOMO level (spin up / spin down), eV: -6.9 / -7.2

=====

Calculated total energy values (in eV) by entry order: -80605.5269; -104635.5366.